Below is a single C6H8 molecule, with properties calculated with ωB97M-V/def2-TZVPD.

Results
- multiplicity = 1
- E_tot (hartree) = -233.23830

Positions of all 14 atoms, in Å:
C -1.27316 0.30794 -0.21214
C 0.01821 0.74388 -0.83527
C 0.95140 1.48856 -0.20012
C 1.27191 -0.47271 0.83438
C 0.15531 -1.39302 0.68448
C -1.07685 -1.12275 0.24538
H -1.47525 0.94776 0.65942
H -2.11907 0.41113 -0.89813
H 0.21146 0.37852 -1.84409
H 0.75205 1.99669 0.73532
H 1.86098 1.77306 -0.72755
H 2.12763 -0.82168 0.23442
H 0.40675 -2.38868 1.06517
H -1.88482 -1.84446 0.25157

Here are the natural (NBO) charges for atoms 1 to 5, given in e:
1. C -0.4891
2. C -0.0747
3. C -0.3592
4. C -0.1907
5. C -0.3138

Below is a molecular structure, C15H24BN6O3V, with properties calculated with ωB97M-V/def2-TZVPD.

Results
- expectation value of S² = 2.01
- total charge = +2
- multiplicity = 3
- E_tot (hartree) = -2108.63219

Positions of all 50 atoms, in Å:
V 0.15764 -0.25307 -0.44051
C -2.77815 1.45925 2.08150
C -2.43757 0.68160 0.99059
N -1.10515 0.64221 0.84286
N -0.57725 1.38586 1.85013
C -1.56325 1.88295 2.59834
B 0.94936 1.50299 1.99940
N 1.55734 2.06825 0.68898
C 2.55206 2.94446 0.53563
C 3.13221 2.76457 -0.70970
C 2.42832 1.71317 -1.26835
N 1.45036 1.31184 -0.43970
N 1.56234 0.06746 2.09491
C 2.50468 -0.40980 2.91036
C 2.99534 -1.60085 2.39425
C 2.29281 -1.78515 1.21798
N 1.41340 -0.78612 1.04322
H -3.76090 1.68131 2.45709
H -3.07600 0.13213 0.31789
H -1.32445 2.49739 3.45124
H 1.25010 2.15585 2.94785
H 2.79570 3.62397 1.33639
H 3.95507 3.30923 -1.13704
H 2.57412 1.22816 -2.22009
H 2.76811 0.14234 3.79825
H 3.75570 -2.23192 2.81873
H 2.35249 -2.59253 0.50374
C -0.62069 -2.58511 1.87885
O -0.79485 -2.12862 0.51894
C -1.16737 -3.18871 -0.36094
C -1.88185 -2.50778 -1.47622
O -1.05362 -1.37078 -1.85679
C -1.60786 -0.73745 -3.05933
C -1.87656 0.67140 -2.64262
O -0.62020 1.17427 -2.16539
C 0.07062 1.90359 -3.21274
H -1.54316 -3.07107 2.19396
H -0.43615 -1.71572 2.50082
H 0.21248 -3.28317 1.94570
H -1.83455 -3.89613 0.13493
H -0.27558 -3.72763 -0.69401
H -2.84992 -2.11520 -1.15749
H -2.01807 -3.15426 -2.34207
H -2.50716 -1.26933 -3.36217
H -0.86225 -0.82495 -3.84846
H -2.58324 0.71156 -1.81389
H -2.27163 1.28629 -3.44997
H -0.66038 2.47963 -3.77472
H 0.59958 1.21946 -3.87774
H 0.75796 2.59417 -2.74261

Here are the natural (NBO) charges for atoms 1 to 5, given in e:
1. V 1.7649
2. C -0.3011
3. C -0.0022
4. N -0.4486
5. N -0.3060

Below is a molecular structure, C57H43BrN6O2RuS5, with properties calculated with ωB97M-V/def2-TZVPD.

Results
- expectation value of S² = 6.02
- total charge = +2
- multiplicity = 5
- E_tot (hartree) = -7336.07023

Positions of all 115 atoms, in Å:
Ru -0.58676 1.49506 -0.10518
S -2.22963 4.26912 6.27280
C -2.26165 3.06588 7.47730
C -1.99349 1.83273 6.96993
C -1.75889 1.86980 5.57257
C -1.85267 3.12602 5.04082
C -1.67867 3.52361 3.63929
C -1.31440 2.55148 2.69529
N -1.16153 2.80309 1.41414
C -1.32046 4.07485 0.96520
C -1.66461 5.11705 1.82361
C -1.78649 6.44105 1.27853
C -1.55556 6.67956 -0.02974
C -1.17567 5.61589 -0.92212
C -0.88903 5.80005 -2.27953
C -0.49705 4.70764 -3.07651
C -0.39533 3.45427 -2.45419
N -0.67422 3.26424 -1.18036
C -1.06798 4.32684 -0.40435
C -0.20023 4.84084 -4.48749
C -0.24693 5.98249 -5.26001
C 0.09614 5.75347 -6.60892
C 0.39832 4.44403 -6.85237
S 0.27104 3.48159 -5.44967
C -1.84856 4.81331 3.17839
H -2.47760 3.33338 8.49982
H -1.96865 0.93553 7.57174
H -1.53230 0.98657 4.98748
H -1.12056 1.53320 3.00073
H -2.05914 7.24766 1.94754
H -1.63878 7.68162 -0.43118
H -0.96321 6.79274 -2.70525
H -0.07380 2.57670 -3.00048
H -0.51683 6.95681 -4.87680
H 0.11831 6.52286 -7.36652
H 0.69172 3.99522 -7.78861
H -2.11836 5.60741 3.86611
N -0.00493 0.49025 -1.67557
S 0.41861 -0.84023 -2.13438
N 0.12174 -2.15079 -1.22252
S 0.76654 -2.90122 -0.04417
N 0.50052 -2.48690 1.42503
S -0.46247 -1.26922 1.87039
N -0.37518 -0.06684 1.04760
C -2.08709 -1.93165 2.06271
C -3.08598 -1.00805 2.35268
C -4.39066 -1.45409 2.46623
C -4.68246 -2.80139 2.28377
C -3.67419 -3.70967 1.99561
C -2.36033 -3.27894 1.88495
C 0.11359 -0.98249 3.51680
C -0.39609 -1.68435 4.60044
C 0.08080 -1.37438 5.86647
C 1.03259 -0.37640 6.02713
C 1.52455 0.32080 4.92841
C 1.06610 0.02151 3.65578
C 0.19734 -4.55845 -0.25406
C -0.62213 -4.89224 -1.32013
C -1.03743 -6.21188 -1.43672
C -0.62640 -7.15756 -0.50839
C 0.19815 -6.79959 0.55433
C 0.61870 -5.48932 0.69135
C 2.51782 -3.02830 -0.12932
C 3.06254 -3.62456 -1.26246
C 4.43836 -3.70385 -1.36444
C 5.24002 -3.20672 -0.33989
C 4.67542 -2.62752 0.78689
C 3.29642 -2.53145 0.90257
C -0.47877 -1.34759 -3.56954
C -0.28469 -2.60430 -4.13574
C -1.03709 -2.95544 -5.24173
C -1.97947 -2.06584 -5.75131
C -2.17296 -0.82646 -5.16044
C -1.41586 -0.45386 -4.05729
C 2.13653 -0.81237 -2.56799
C 2.60052 -1.21315 -3.81466
C 3.94843 -1.04895 -4.10024
C 4.79690 -0.48600 -3.15768
C 4.30690 -0.06982 -1.92419
C 2.96437 -0.21542 -1.62316
H -2.85764 0.04553 2.46071
H -5.18008 -0.74774 2.68330
H -5.70551 -3.14382 2.36704
H -3.90742 -4.75797 1.86476
H -1.56744 -3.98423 1.69041
H -1.14233 -2.45655 4.46225
H -0.29850 -1.90965 6.72665
H 1.38853 -0.13126 7.01944
H 2.25697 1.10510 5.06364
H 1.41156 0.56785 2.78410
H -0.94893 -4.13266 -2.01617
H -1.68746 -6.49779 -2.25276
H -0.95103 -8.18474 -0.61048
H 0.51128 -7.54252 1.27514
H 1.25569 -5.18919 1.51510
H 2.42287 -4.02155 -2.04229
H 4.88796 -4.16087 -2.23557
H 6.31675 -3.28283 -0.42005
H 5.30761 -2.25250 1.58056
H 2.83089 -2.08625 1.77180
H 0.44318 -3.29230 -3.72289
H -0.89592 -3.92300 -5.70518
H -2.57091 -2.34864 -6.61203
H -2.91906 -0.14748 -5.55050
H -1.56638 0.49650 -3.56134
H 1.93676 -1.63585 -4.55406
H 4.33060 -1.35149 -5.06625
H 5.84386 -0.34776 -3.39450
H 4.96919 0.39436 -1.20517
H 2.55482 0.17736 -0.69797
Br -3.01265 1.05845 -0.56739
O 1.44382 3.84833 1.52366
C 2.03939 2.92662 0.99935
O 1.52602 1.97195 0.28042
H 3.13772 2.84761 1.10119

Here are the Löwdin charges for atoms 1 to 5, given in e:
1. Ru 1.3231
2. S 1.0901
3. C -0.3885
4. C -0.1681
5. C -0.1215

Below is a molecular structure, C12H17NO3, with properties calculated with ωB97M-V/def2-TZVPD.

Results
- multiplicity = 1
- E_tot (hartree) = -747.55147

Positions of all 33 atoms, in Å:
C -5.95998 -0.85467 -0.65667
C -5.46327 -0.00178 0.44748
C -4.07716 0.72098 0.23795
O -3.22677 -0.44668 0.25445
C -1.94616 -0.29209 -0.02464
C -1.51041 1.07830 -0.00582
C -0.18237 1.21473 -0.03226
C 0.76215 0.28328 -0.30310
C 0.21080 -0.99065 -0.07464
C -1.05255 -1.24644 0.16511
H -1.56274 -1.98399 0.35916
H 0.81222 -1.77725 -0.00507
C 2.25667 0.36066 -0.44307
O 2.75810 1.68900 0.04748
N 2.95135 -0.45141 -1.05600
H 2.46945 -1.36455 -0.97502
C 4.43346 -0.49212 -0.97396
H 4.70711 -0.89260 -1.84700
H 4.73088 0.84506 -1.16453
C 5.06732 -0.86192 0.33008
O 4.51460 -0.41182 1.31674
H 4.24276 0.62688 1.44380
H 6.16822 -0.57745 0.19862
H 4.90278 -1.94490 0.43080
H 0.31369 2.50289 -0.57226
H -2.01968 2.05012 -0.09546
H -4.01919 1.15435 1.07662
H -4.15509 1.32956 -0.72419
H -6.42158 0.77489 0.70224
H -5.56569 -0.64111 1.42660
H -6.96768 -1.20844 -0.62083
H -6.10264 -0.27808 -1.77207
H -5.24040 -1.59602 -0.87337

Here are the natural (NBO) charges for atoms 1 to 5, given in e:
1. C -0.6082
2. C -0.4028
3. C -0.0689
4. O -0.4959
5. C 0.3889

> The lowest E_tot belongs to which entry?

C57H43BrN6O2RuS5

> Which value of E_tot does entry 1 give?

-233.23830 hartree